1:
Formula: C3H9NS2
Source: the Open Molecules 2025 dataset
Level of theory: ωB97M-V with the def2-TZVPD basis set

HOMO-LUMO gap ... 0.3171 Ha
E_HOMO ... -8.1 eV

```
! RIJCOSX wB97M-V def2-TZVPD def2/J DEFGRID3
* xyz 0 1
C -0.078 -2.310 0.649
N -0.524 -1.000 0.195
C 0.416 0.093 0.442
C 0.727 0.868 -0.819
S -0.767 1.550 -1.583
S -0.745 3.362 -0.508
H -0.200 -2.476 1.731
H 0.972 -2.472 0.384
H -0.621 -3.101 0.143
H -1.411 -0.795 0.632
H 0.049 0.771 1.221
H 1.342 -0.321 0.844
H 1.215 0.220 -1.541
H 1.371 1.718 -0.575
H -1.747 3.892 -1.217
*
```

2:
Formula: C3H9NS2
Source: the Open Molecules 2025 dataset
Level of theory: ωB97M-V with the def2-TZVPD basis set

HOMO-LUMO gap ... 0.2131 Ha
E_HOMO ... -9.2 eV

```
! RIJCOSX wB97M-V def2-TZVPD def2/J DEFGRID3
* xyz 0 1
S -3.771 0.494 -0.029
S 2.855 0.393 -0.237
C 1.562 -0.704 -0.512
C 0.193 -0.201 -0.997
C -0.708 0.267 0.035
N -0.712 -0.318 1.358
H 1.953 1.493 1.233
H 1.953 -1.503 -1.103
H 1.256 -1.157 0.426
H 0.351 0.573 -1.783
H -0.366 -0.984 -1.639
H -0.608 1.375 0.083
H -1.801 0.231 -0.205
H -1.731 -0.390 1.375
H -0.427 0.430 1.996
*
```

Unit: eV. Relative energies: 1 0.000; 2 6.607.

1:
Formula: C3H9NS2
Source: the Open Molecules 2025 dataset
Level of theory: ωB97M-V with the def2-TZVPD basis set

HOMO-LUMO gap ... 0.1972 Ha
E_HOMO ... -8.6 eV

```
! RIJCOSX wB97M-V def2-TZVPD def2/J DEFGRID3
* xyz 0 1
N 2.337 0.173 0.145
C 1.053 0.848 0.077
C 0.227 0.398 -1.153
S 0.098 -1.353 -1.246
S -2.153 0.851 0.798
C -2.070 -0.928 0.933
H 3.167 0.603 -0.229
H 2.276 -0.779 -0.208
H 1.273 1.928 0.046
H 0.430 0.654 0.965
H 0.509 0.830 -2.127
H -0.860 0.630 -0.946
H -3.014 -1.124 1.445
H -1.218 -1.236 1.544
H -2.056 -1.495 -0.042
*
```

2:
Formula: C3H9NS2
Source: the Open Molecules 2025 dataset
Level of theory: ωB97M-V with the def2-TZVPD basis set

HOMO-LUMO gap ... 0.3401 Ha
E_HOMO ... -8.7 eV

```
! RIJCOSX wB97M-V def2-TZVPD def2/J DEFGRID3
* xyz 0 1
C 2.120 -0.681 -0.637
C 0.910 -0.308 -1.514
N 1.192 0.387 -2.732
C -0.201 0.379 -0.724
S -0.698 -0.690 0.732
S -1.500 0.785 1.957
H 2.532 0.276 -0.326
H 2.846 -1.053 -1.363
H 2.075 -1.124 0.351
H 0.464 -1.263 -1.822
H 1.651 -0.189 -3.420
H 1.675 1.264 -2.599
H -1.130 0.307 -1.280
H -0.026 1.382 -0.343
H -0.663 0.622 2.985
*
```

3:
Formula: C3H9NS2
Source: the Open Molecules 2025 dataset
Level of theory: ωB97M-V with the def2-TZVPD basis set

HOMO-LUMO gap ... 0.3202 Ha
E_HOMO ... -8.3 eV

```
! RIJCOSX wB97M-V def2-TZVPD def2/J DEFGRID3
* xyz 0 1
C -1.731 0.058 1.068
S -0.505 1.200 1.795
S 1.087 -0.250 1.706
C 1.020 -0.944 0.104
C 0.568 -0.119 -1.218
N 1.132 1.248 -1.237
H -1.994 -0.508 1.930
H -1.419 -0.605 0.313
H -2.753 0.422 0.915
H 2.112 -1.233 -0.123
H 0.406 -1.921 0.340
H 0.962 -0.756 -2.055
H -0.496 -0.119 -1.300
H 0.732 1.868 -1.969
H 0.878 1.660 -0.269
*
```

Unit: eV. Relative energies: 1 3.453; 2 0.000; 3 0.914.

1:
Formula: H41O21
Source: the Open Molecules 2025 dataset
Level of theory: ωB97M-V with the def2-TZVPD basis set

HOMO-LUMO gap ... 0.3470 Ha
E_HOMO ... -7.4 eV

```
! RIJCOSX wB97M-V def2-TZVPD def2/J DEFGRID3
* xyz -1 1
O -2.396 2.404 -2.490
H -1.932 2.786 -1.725
H -1.756 1.677 -2.520
O 3.736 2.606 0.501
H -2.252 -0.208 3.858
H 3.956 1.970 1.204
O -1.579 3.085 0.383
H -0.611 3.197 0.777
H -2.163 3.092 1.149
O 1.935 0.978 1.588
H 2.111 1.142 0.657
H 1.267 1.777 1.690
O -0.358 -4.887 -2.501
H -0.462 -3.956 -2.275
H 0.006 -5.127 -1.622
O -0.741 -3.525 1.442
H -1.097 -3.180 0.579
H -1.575 -3.811 1.841
O 0.446 0.734 -1.183
H -0.233 0.417 -0.534
H 2.990 3.090 0.891
O 4.737 1.529 -1.958
H 4.957 1.822 -1.030
H 3.848 1.914 -1.875
O -0.520 0.044 1.202
H -1.070 0.037 2.014
H 0.174 0.660 1.514
O 0.608 3.077 1.452
H 0.431 1.677 -0.986
H 1.027 3.931 1.586
O -4.934 0.610 -0.368
H 2.788 -0.681 -3.421
H -5.050 0.766 -1.316
O 1.195 3.441 3.803
H 1.794 2.700 3.960
H 0.730 2.987 2.930
O -2.590 -1.339 -0.922
H -2.562 -0.383 -1.101
H -2.497 -1.732 -1.792
O 0.557 -1.595 -2.450
H 0.330 -0.769 -1.947
H -0.036 -1.638 -3.217
O 1.644 -2.023 0.247
H 1.591 -1.763 -0.664
H 1.170 -1.401 0.805
O 3.465 -0.189 -3.900
H 4.257 -0.229 -3.355
O -3.085 2.340 2.608
H -2.251 1.935 2.346
H -3.866 2.120 2.118
O 0.876 -2.158 3.447
H 0.461 -1.959 2.598
H 1.578 -1.485 3.505
O -1.748 -0.995 -3.938
H -2.157 -1.473 -4.660
H -1.249 -1.318 -3.170
O 2.025 -4.419 -0.900
H 2.986 -4.401 -0.967
H 1.736 -4.067 -0.044
O -2.522 -0.754 3.111
H -3.465 -0.542 3.043
H -4.656 1.461 -0.015
*
```

2:
Formula: H41O21
Source: the Open Molecules 2025 dataset
Level of theory: ωB97M-V with the def2-TZVPD basis set

HOMO-LUMO gap ... 0.3672 Ha
E_HOMO ... -7.8 eV

```
! RIJCOSX wB97M-V def2-TZVPD def2/J DEFGRID3
* xyz -1 1
O -2.764 -1.769 -0.395
H -2.133 -2.165 0.186
H -2.544 -2.077 -1.375
O -1.219 0.232 -0.564
H -0.548 -0.339 -0.156
H -2.071 -0.278 -0.420
O -0.837 2.617 0.610
H -0.856 2.301 1.609
H -0.877 1.680 0.281
O 3.322 2.197 -1.651
H 2.504 2.725 -1.644
H 3.206 1.509 -1.002
O -2.396 0.664 -2.996
H -1.820 0.470 -2.218
H -1.772 1.353 -3.281
O 0.461 2.375 -2.946
H 0.354 1.596 -2.396
H 1.090 2.104 -3.601
O 1.130 4.092 -0.485
H 0.434 3.816 0.128
H 0.749 4.092 -1.402
O 0.730 3.280 4.396
H 0.067 2.710 3.959
H 1.240 3.825 3.821
O -1.368 -3.207 1.613
H -0.727 -2.966 2.302
H -2.181 -3.534 1.981
O 0.433 -2.376 3.436
H -0.010 -2.003 4.199
H 1.018 -1.732 2.957
O 1.372 -0.152 2.212
H 1.523 -0.507 1.163
H 2.059 0.439 2.487
O 0.762 -3.278 -2.944
H 0.356 -4.138 -3.154
H 0.950 -3.342 -1.942
O -2.691 0.269 2.852
H -2.761 -0.509 2.272
H -3.464 0.778 2.494
O 3.614 -1.411 2.421
H 2.793 -1.914 2.399
H 3.890 -1.477 1.494
O -2.151 -2.183 -2.870
H -1.907 -1.267 -3.078
H -1.331 -2.710 -2.941
O 1.437 -1.271 0.035
H 2.290 -1.655 -0.141
O -3.501 2.391 1.134
H -3.780 2.083 0.257
H -2.573 2.571 0.817
O 0.558 -3.644 -0.304
H 1.022 -2.761 0.070
H -0.121 -3.609 0.389
O 2.639 1.025 -4.160
H 2.472 0.108 -3.991
H 3.287 1.326 -3.380
O 0.874 -0.734 -2.416
H 0.832 -0.653 -1.454
H 1.069 -1.659 -2.666
O -0.388 1.573 2.844
H -1.083 0.933 3.033
H 0.338 1.018 2.447
*
```

Unit: eV. Relative energies: 1 2.965; 2 0.000.

1:
Formula: C16H8Cl3N4O6S2Ti
Source: the Open Molecules 2025 dataset
Level of theory: ωB97M-V with the def2-TZVPD basis set

<S²> ... 0.754
HOMO-LUMO gap (alpha / beta) ... 0.2392 / 0.2392 Ha
E_HOMO (alpha / beta) ... -2.3 / -2.3 eV

```
! RIJCOSX wB97M-V def2-TZVPD def2/J DEFGRID3
* xyz -2 2
Ti 0.097 0.281 -0.916
C 3.134 -0.448 0.711
C 2.633 -1.770 0.618
C 2.111 -1.953 -0.660
C 2.257 -0.730 -1.386
C 2.925 0.187 -0.513
H 3.564 0.008 1.594
H 2.615 -2.501 1.417
H 1.664 -2.859 -1.042
H 2.198 -0.637 -2.462
H 3.203 1.200 -0.762
S -0.119 0.819 -3.307
C -1.736 1.466 -3.467
C -2.122 1.852 -4.790
N -2.422 2.172 -5.856
C -2.612 1.609 -2.440
S -2.293 1.183 -0.791
C -3.919 2.140 -2.707
N -4.977 2.554 -2.897
O 0.612 3.320 4.100
C 0.233 2.093 4.415
O -0.011 1.775 5.559
C 0.086 1.134 3.295
C -0.265 -0.198 3.413
N -0.267 -0.722 2.179
N 0.067 0.185 1.278
C 0.289 1.313 1.910
C 0.676 2.442 1.014
O 0.954 3.545 1.503
O 0.685 2.127 -0.219
H 0.775 3.442 3.109
H -0.501 -0.775 4.290
H -0.463 -1.674 1.854
Cl -3.073 -3.031 -2.041
C -1.433 -3.556 -1.599
Cl -1.453 -5.283 -1.205
Cl -0.335 -3.268 -2.953
C -1.008 -2.704 -0.355
O -0.967 -3.236 0.743
O -0.801 -1.500 -0.633
*
```

2:
Formula: C16H8Cl3N4O6S2Ti
Source: the Open Molecules 2025 dataset
Level of theory: ωB97M-V with the def2-TZVPD basis set

<S²> ... 1.153
HOMO-LUMO gap (alpha / beta) ... 0.1949 / 0.1878 Ha
E_HOMO (alpha / beta) ... -1.4 / -1.4 eV

```
! RIJCOSX wB97M-V def2-TZVPD def2/J DEFGRID3
* xyz -2 2
Ti -0.003 0.988 -1.201
C -2.006 1.663 2.015
C -1.957 1.840 0.683
C -2.215 -0.181 -0.115
C -2.429 -0.871 0.998
C -2.333 0.196 2.186
H -1.868 2.356 2.825
H -3.613 1.284 -0.791
H -2.119 0.641 -1.925
H -2.602 -1.924 1.135
H -2.435 -0.177 3.206
S 2.142 0.110 -1.983
C 1.831 -1.552 -2.428
C 2.962 -2.303 -2.884
N 3.874 -2.915 -3.238
C 0.626 -2.203 -2.337
S -0.916 -1.518 -1.885
C 0.578 -3.615 -2.611
N 0.520 -4.759 -2.742
O 3.360 -1.117 4.100
C 2.754 -0.055 3.473
O 2.949 1.043 3.896
C 1.911 -0.416 2.316
C 1.707 -1.695 1.810
N 0.920 -1.581 0.737
N 0.618 -0.326 0.493
C 1.187 0.427 1.432
C 1.063 1.959 1.228
O 1.154 2.758 2.131
O 0.934 2.243 -0.031
H 3.165 -1.941 3.644
H 2.058 -2.667 2.121
H 0.606 -2.281 0.070
Cl -2.212 -0.002 -3.580
C -2.151 2.525 -1.653
Cl -3.524 3.637 -1.541
Cl -2.092 1.238 -0.726
C -1.147 3.003 -2.699
O -1.303 3.980 -3.377
O 0.006 2.209 -2.753
*
```

Unit: eV. Relative energies: 1 0.000; 2 24.412.

1:
Formula: C5H9N2O2
Source: the Open Molecules 2025 dataset
Level of theory: ωB97M-V with the def2-TZVPD basis set

HOMO-LUMO gap ... 0.3834 Ha
E_HOMO ... -14.0 eV

```
! RIJCOSX wB97M-V def2-TZVPD def2/J DEFGRID3
* xyz 1 1
C -0.380 -0.127 -0.032
C 1.607 -0.547 -0.195
C -2.619 -0.801 -0.247
C -2.453 0.622 0.310
C 3.578 0.719 0.044
N -1.157 -1.115 -0.370
N -1.046 0.960 0.205
O 1.808 -1.679 0.079
O 2.147 0.612 -0.159
H -3.083 -1.761 0.248
H -2.949 -0.678 -1.339
H -3.035 1.275 -0.293
H -2.763 0.739 1.345
H 3.838 0.402 1.005
H 3.850 1.669 -0.185
H 4.054 -0.010 -0.567
H -0.927 -2.058 -0.497
H -0.471 1.777 0.647
*
```

2:
Formula: C5H9N2O2
Source: the Open Molecules 2025 dataset
Level of theory: ωB97M-V with the def2-TZVPD basis set

HOMO-LUMO gap (alpha / beta) ... 0.2920 / 0.2919 Ha
E_HOMO (alpha / beta) ... -11.1 / -11.1 eV

```
! RIJCOSX wB97M-V def2-TZVPD def2/J DEFGRID3
* xyz 1 1
C 2.268 -0.883 -0.839
C 1.180 -0.161 -1.225
C 1.544 0.259 0.888
C -0.375 1.340 -0.109
C -2.094 -0.356 0.422
N 2.479 -0.614 0.472
N 0.742 0.556 -0.139
O -3.021 -0.150 -0.502
O -1.352 -1.439 0.287
H 2.887 -1.547 -1.405
H 0.714 -0.080 -2.186
H 1.471 0.672 1.870
H -0.478 1.988 0.741
H -0.747 1.680 -1.056
H -2.211 -0.003 1.439
H 3.207 -1.007 1.048
H -3.668 0.533 -0.282
H -1.496 -1.842 -0.588
*
```

3:
Formula: C5H9N2O2
Source: the Open Molecules 2025 dataset
Level of theory: ωB97M-V with the def2-TZVPD basis set

HOMO-LUMO gap (alpha / beta) ... 0.2828 / 0.2827 Ha
E_HOMO (alpha / beta) ... -15.4 / -15.4 eV

```
! RIJCOSX wB97M-V def2-TZVPD def2/J DEFGRID3
* xyz 1 1
C -0.372 2.008 -0.028
N -1.144 0.821 -0.004
C -2.399 0.592 0.024
O -3.423 1.153 -0.044
N -2.041 -0.925 0.025
O -2.629 -1.810 -0.548
C -0.634 -0.560 0.110
C 0.045 -0.940 1.476
C 0.163 -1.069 -1.123
H 0.401 2.032 -0.881
H -1.116 2.879 -0.142
H 0.046 2.214 1.006
H -0.155 -0.169 2.260
H 1.097 -1.137 1.406
H -0.422 -1.808 1.708
H 0.364 -2.114 -1.087
H 0.993 -0.509 -1.300
H -0.541 -1.014 -2.056
*
```

Unit: eV. Relative energies: 1 0.263; 2 0.000; 3 2.729.